[1]
This record from the Open Molecules 2025 dataset describes a cluster of 3 separate species, C6H16N in total. The level of theory is the ωB97M-V functional and the def2-TZVPD basis.

Element x y z (Å)
H (-1.2258, 0.2756, -0.3667)
C (1.5342, -1.7195, -0.6428)
H (0.5586, -2.1787, -0.5296)
H (-3.6843, 0.7447, -1.2988)
H (-0.4504, 0.0456, -2.1018)
H (1.9125, -2.2037, -1.5293)
C (-0.6558, 0.6383, -1.2142)
H (1.7972, 0.2172, -1.6525)
C (0.8767, -0.1694, 1.7499)
H (1.4735, -1.0048, 2.1338)
H (-0.4595, 1.3206, 2.6345)
H (2.3180, -2.0968, 0.0688)
H (-4.5950, -0.5471, -1.7499)
C (0.5391, 0.8872, 2.7742)
H (-0.3966, 1.6893, -1.1893)
H (0.0087, -0.7559, 1.4280)
H (1.2526, 1.6837, 2.6157)
H (-4.2567, 0.4826, -2.8878)
H (0.7164, 0.5935, 3.8161)
C (1.1853, 0.4959, 0.3955)
C (1.6004, -0.2032, -0.6652)
H (1.5015, 1.5215, 0.4869)
N (-3.8362, 0.0717, -2.0390)

- Largest force on an atom: 3.898 eV/Å
- E: -7967.4187 eV
- HOMO (alpha / beta): -6.39 / -9.26 eV
- Gap between HOMO and LUMO (alpha / beta): 7.51 / 10.27 eV
- <S²>: 0.754
- Multiplicity: 2
- Energy above the lowest of the compared OMol25 structures with the same formula, charge and spin: 54.33 kcal per mole
- Lowest unoccupied orbital energy (alpha / beta): 1.11 / 1.01 eV

---

[2]
This record from the Open Molecules 2025 dataset describes the ion C6H16N2 with charge -1. The level of theory is the ωB97M-V functional and the def2-TZVPD basis.

Element x y z (Å)
H (-0.5345, 1.7735, 1.3218)
H (-3.0540, 2.1800, -0.1220)
C (1.6211, 1.4628, -0.0871)
N (-2.0787, 2.3721, 0.0289)
C (0.8442, -3.1457, 0.0341)
H (0.3101, -0.8187, 1.2068)
H (-2.0778, 0.8067, 1.3081)
H (1.5213, -1.2157, -0.7021)
H (-1.3512, 0.3387, -1.0773)
C (0.5942, -1.7772, -0.6445)
H (1.2010, -3.8000, -0.7616)
C (-1.3282, 1.3344, 0.7320)
H (2.2619, 0.5907, 0.1382)
H (-1.8892, 3.2995, 0.3792)
H (0.2554, -1.9412, -1.6663)
H (1.4173, 1.7618, 0.9489)
H (2.3018, 2.1597, -0.5186)
H (1.5308, -2.9892, 0.8598)
H (-0.1238, -3.5199, 0.3606)
H (-1.2016, -1.4318, 0.5745)
N (0.5135, 1.1094, -0.9416)
H (0.1420, 1.9474, -1.3712)
C (-0.2772, -0.9284, 0.2964)
C (-0.5985, 0.4310, -0.2969)

- Net charge: -1
- Largest force on an atom: 2.032 eV/Å
- E: -9459.6604 eV
- HOMO (alpha / beta): 1.40 / -4.78 eV
- Gap between HOMO and LUMO (alpha / beta): 2.36 / 8.41 eV
- <S²>: 0.750
- Multiplicity: 2
- Energy above the lowest of the compared OMol25 structures with the same formula, charge and spin: 14.04 kcal per mole
- Lowest unoccupied orbital energy (alpha / beta): 3.76 / 3.64 eV

---

[3]
This record from the Open Molecules 2025 dataset describes a cluster of 2 separate species, C6H16N2 in total. The level of theory is the ωB97M-V functional and the def2-TZVPD basis.

Element x y z (Å)
H (-2.9565, 0.2746, 1.1732)
N (-2.3655, -0.6691, -1.2218)
H (3.8775, 0.9317, -0.6282)
H (-2.6675, 1.8890, 1.8565)
H (1.5431, 0.2842, -1.6136)
H (1.7333, 1.4662, -0.3892)
H (-0.4531, 1.0577, 1.8692)
H (-0.5164, 1.8805, 0.3478)
H (-0.5418, 0.3584, -1.8993)
H (-0.8389, -1.1058, 0.7343)
H (-0.4181, -1.3463, -1.6267)
H (0.6667, -3.0517, 2.1229)
N (0.9787, -0.3942, 0.3195)
H (3.5180, -0.7766, -1.1527)
C (-0.9612, -0.4377, -1.2424)
C (3.2987, 0.0210, -0.4544)
H (-2.8458, 1.6338, 0.1138)
C (-2.4570, 1.2190, 1.0234)
H (3.5605, -0.2912, 0.5531)
C (1.7793, 0.3806, -0.5441)
H (0.0448, -3.0763, 1.7118)
C (-0.4368, -0.2330, 0.1879)
C (-0.9521, 1.0361, 0.8986)
H (-2.5900, -1.0508, -2.1395)

- Net charge: -1
- Largest force on an atom: 1.668 eV/Å
- E: -9457.8280 eV
- HOMO (alpha / beta): -1.98 / -1.29 eV
- Gap between HOMO and LUMO (alpha / beta): 5.93 / 5.04 eV
- <S²>: 0.759
- Multiplicity: 2
- Energy above the lowest of the compared OMol25 structures with the same formula, charge and spin: 56.29 kcal per mole
- Lowest unoccupied orbital energy (alpha / beta): 3.95 / 3.75 eV

---

[4]
This record from the Open Molecules 2025 dataset describes a structure of composition C6H16N2. The level of theory is the ωB97M-V functional and the def2-TZVPD basis.

Element x y z (Å)
N (-0.5986, 1.1023, 1.3645)
C (1.1521, -2.4157, 1.0884)
H (0.2124, -2.8915, 0.8081)
H (-0.6311, -0.7492, -2.1682)
H (-0.8167, 3.1941, -0.8343)
H (-2.3356, 0.7809, 0.2102)
H (0.1791, 0.1080, 1.0842)
H (0.0792, 1.8518, 1.4989)
C (-1.0560, 2.1318, -0.8879)
H (-1.7038, 1.9618, -1.7446)
C (1.2265, -0.9789, 0.6165)
H (-1.0083, 0.9251, 2.2811)
H (0.4664, -2.1404, -2.1454)
H (-0.7663, -1.9459, -0.8947)
N (1.2337, 0.5665, -1.2570)
C (-0.0551, -1.4117, -1.5224)
H (2.1059, -0.4680, 1.0164)
H (1.9984, 1.0343, -0.7724)
C (0.9582, -0.6234, -0.7336)
H (1.2569, -2.4745, 2.1737)
C (-1.6801, 1.6384, 0.3714)
H (1.9560, -3.0300, 0.6696)
H (-2.2315, 2.4017, 0.9370)
H (0.0583, 1.4324, -1.1594)

- Largest force on an atom: 2.764 eV/Å
- E: -9458.6806 eV
- HOMO: -7.24 eV
- Gap between HOMO and LUMO: 7.94 eV
- Energy above the lowest of the compared OMol25 structures with the same formula, charge and spin: 78.26 kcal per mole
- Lowest unoccupied orbital energy: 0.70 eV

---

[5]
This record from the Open Molecules 2025 dataset describes a cluster of 3 separate species, C6H16N2 in total. The level of theory is the ωB97M-V functional and the def2-TZVPD basis.

Element x y z (Å)
H (-0.2948, 1.0119, -1.1224)
H (0.2727, 0.8856, 0.4057)
H (3.4132, 2.2105, -0.5082)
H (1.5829, -0.2565, -0.7238)
C (0.5311, 1.3984, -0.5178)
H (-2.5834, -1.5983, -0.9840)
N (-1.9113, -0.1008, 0.3166)
H (-3.4396, 1.2022, 0.8046)
H (3.8780, 0.4870, -0.6383)
H (1.8380, 0.7781, -2.1384)
H (-0.8201, -1.3289, -0.8983)
N (1.8170, -1.6390, 0.4512)
H (-3.4213, -0.2501, 1.7133)
H (-1.5395, -2.1866, 0.3875)
H (0.4739, -0.6591, 1.6106)
H (0.1708, -2.4812, 1.3635)
C (-1.7532, -1.3456, -0.3149)
C (3.0976, 1.1757, -0.3314)
H (0.4138, 2.4775, -0.4076)
H (2.9340, 1.1971, 0.7486)
C (1.8198, 0.8003, -1.0511)
C (-3.2700, 0.1349, 0.6896)
H (-4.0185, -0.3055, 0.0267)
C (0.8090, -1.6075, 1.1183)

- Largest force on an atom: 1.837 eV/Å
- E: -9454.3047 eV
- HOMO: -7.14 eV
- Gap between HOMO and LUMO: 4.30 eV
- Energy above the lowest of the compared OMol25 structures with the same formula, charge and spin: 179.17 kcal per mole
- Lowest unoccupied orbital energy: -2.84 eV

---

[6]
This record from the Open Molecules 2025 dataset describes a cluster of 2 separate species, C6H16N2 in total. The level of theory is the ωB97M-V functional and the def2-TZVPD basis.

Element x y z (Å)
H (2.8682, -1.9089, 0.0384)
H (2.1095, -0.1108, -1.6460)
H (-0.0387, 1.9437, 1.4816)
N (-2.1495, -0.2739, -1.7796)
C (-0.8032, 0.0790, 1.5230)
H (-0.1869, 0.9550, -0.6275)
H (-1.7330, -1.5045, -0.1801)
H (-1.1930, 0.3122, 2.5274)
H (-1.1527, 0.1108, -1.8118)
C (1.4845, -0.3330, -0.7860)
H (-2.7199, 0.5418, -1.9908)
C (2.3033, -1.0182, 0.3220)
C (0.4443, 1.0008, 1.2261)
H (1.4431, 1.8430, -0.4543)
H (-0.0638, 1.1426, -2.1947)
C (0.8607, 0.9530, -0.2011)
H (1.2983, 0.9682, 1.9146)
H (1.5989, -1.3010, 1.1200)
C (-2.2929, -0.5662, -0.2566)
H (2.9264, -0.3102, 0.8812)
H (-0.6527, -1.0291, 1.6207)
H (-3.3209, -0.9261, -0.0623)
H (0.7221, -1.0263, -1.1700)
N (-1.7522, 0.4580, 0.5057)

- Largest force on an atom: 3.280 eV/Å
- E: -9453.7570 eV
- HOMO: -7.31 eV
- Gap between HOMO and LUMO: 4.74 eV
- Energy above the lowest of the compared OMol25 structures with the same formula, charge and spin: 191.80 kcal per mole
- Lowest unoccupied orbital energy: -2.57 eV

---

[7]
This record from the Open Molecules 2025 dataset describes the molecule C6H16N2. The level of theory is the ωB97M-V functional and the def2-TZVPD basis.

Element x y z (Å)
C (1.6004, -0.1519, 1.0352)
H (-1.9631, -0.1950, -2.9709)
C (1.1090, -1.0027, -0.1429)
N (-0.3612, -1.2101, -0.0372)
H (0.0689, 1.2186, 1.0269)
H (-0.5012, -2.1824, -0.3080)
H (-0.7400, -1.5061, -2.7699)
H (2.1233, 2.9965, 0.8990)
C (1.7645, 2.2552, 1.6415)
H (1.3152, -0.4470, -1.0620)
H (1.0511, 2.7655, 2.2967)
H (2.6331, 1.8969, 2.2018)
H (-2.9405, 0.8071, -0.7339)
H (-2.1873, -1.8422, -2.0883)
C (-1.5504, -0.9571, -2.3001)
H (1.7087, -1.9140, -0.1965)
C (-1.1526, -0.3425, -0.9508)
C (-2.3917, 0.0819, -0.1462)
H (-2.0021, 0.5048, 0.7799)
H (-0.5194, 0.5204, -1.2073)
N (1.0683, 1.1869, 0.9216)
H (1.1577, -0.6752, 1.9146)
H (2.7058, -0.2054, 1.0928)
H (-3.0777, -0.7482, 0.0483)

- SMILES: CNCCNC(C)C
- Largest force on an atom: 1.616 eV/Å
- E: -9460.7573 eV
- HOMO: -8.19 eV
- Gap between HOMO and LUMO: 9.31 eV
- Energy above the lowest of the compared OMol25 structures with the same formula, charge and spin: 30.37 kcal per mole
- Lowest unoccupied orbital energy: 1.12 eV

---

[8]
This record from the Open Molecules 2025 dataset describes the molecule C6H16N2. The level of theory is the ωB97M-V functional and the def2-TZVPD basis.

Element x y z (Å)
H (1.5435, 0.9029, 0.0692)
H (-1.6594, 1.6215, -2.7042)
H (-2.0145, -0.0231, -2.1819)
C (2.9840, -0.6486, 1.1963)
C (-3.2882, 1.3619, -1.2730)
H (1.4230, -3.0188, 1.4077)
H (0.6097, 0.5868, 1.5726)
H (3.5250, -1.5033, 1.6160)
H (-3.9676, 1.4580, -2.1148)
N (1.6644, -1.0625, 0.6533)
C (1.0380, -2.0044, 1.5338)
H (-3.3282, 2.3000, -0.7294)
H (-1.2107, -0.2119, 0.6046)
N (-0.8250, 1.2145, -0.8405)
H (-0.0844, 1.7700, -1.2456)
C (0.8719, 0.2119, 0.5805)
C (-0.4488, -0.0394, -0.1627)
H (1.0541, -1.8476, 2.6288)
H (3.6685, -0.3610, 0.3898)
H (-0.0426, -2.0229, 1.3605)
C (-1.8868, 1.0029, -1.8346)
H (2.8577, 0.1769, 1.8993)
H (-3.5467, 0.5446, -0.5950)
H (-0.3897, -0.8924, -0.8397)

- SMILES: CCNCCN(C)C
- Largest force on an atom: 2.050 eV/Å
- E: -9460.4373 eV
- HOMO: -8.58 eV
- Gap between HOMO and LUMO: 9.71 eV
- Energy above the lowest of the compared OMol25 structures with the same formula, charge and spin: 37.75 kcal per mole
- Lowest unoccupied orbital energy: 1.13 eV

---

[9]
This record from the Open Molecules 2025 dataset describes a cluster of 2 separate species, C6H16N2 in total. The level of theory is the ωB97M-V functional and the def2-TZVPD basis.

Element x y z (Å)
H (0.0446, -2.1148, 2.6394)
H (0.2325, -2.7848, -1.7659)
H (-0.5562, 3.2929, -1.5914)
H (0.9758, -0.1285, 1.6101)
H (0.6372, 1.9909, 0.8302)
C (0.0481, -0.6276, 1.3424)
H (-0.6978, -0.1509, 1.9849)
H (0.4202, -0.3272, -2.1465)
C (0.8089, -0.7391, -1.2155)
C (1.0684, -2.2218, -1.3461)
H (1.3050, -2.6396, -0.3741)
H (1.7053, -0.1610, -0.9975)
H (-1.1686, -1.0250, -0.4083)
C (0.1520, 1.9153, -0.1605)
H (-2.5988, -1.5216, 1.6636)
C (-0.4708, 3.2577, -0.5221)
H (0.1633, 4.0858, -0.1991)
H (-1.4376, 3.2896, -0.0290)
H (1.0168, 1.6993, -0.8174)
N (-0.7367, 0.8790, -0.2750)
H (-2.6419, -1.1862, 2.3230)
H (1.9253, -2.3621, -2.0065)
C (-0.3138, -0.4111, -0.1608)
N (0.1188, -2.0092, 1.6221)

- Net charge: +1
- Largest force on an atom: 1.690 eV/Å
- E: -9448.5084 eV
- HOMO (alpha / beta): -14.63 / -14.71 eV
- Gap between HOMO and LUMO (alpha / beta): 6.90 / 6.94 eV
- <S²>: 0.946
- Multiplicity: 2
- Energy above the lowest of the compared OMol25 structures with the same formula, charge and spin: 119.28 kcal per mole
- Lowest unoccupied orbital energy (alpha / beta): -7.73 / -7.77 eV

---

[10]
This record from the Open Molecules 2025 dataset describes a cluster of 2 separate species, C6H16N2O in total. The level of theory is the ωB97M-V functional and the def2-TZVPD basis.

Element x y z (Å)
H (1.7251, 1.2593, -0.7179)
H (-0.3657, 2.7098, 0.1202)
C (2.3070, 0.3436, -0.8346)
H (-0.3183, -0.0824, -0.2028)
H (0.9694, -0.5842, -2.2512)
H (-2.1262, 2.8293, 0.1609)
O (-2.5275, 0.2084, 0.5521)
C (-0.6818, 0.7596, 1.9536)
H (-1.3441, 1.9292, -1.1425)
N (-0.7452, -2.0345, -0.7349)
H (3.0868, 0.5354, -1.5723)
H (-0.9209, -1.9274, -1.7285)
H (0.1345, -2.0563, 1.4693)
C (-1.3713, 0.9217, 0.7545)
N (0.7396, -1.3724, 1.0201)
H (-0.0545, 1.5790, 2.2785)
C (0.2907, -1.1108, -0.2752)
H (-1.2102, 0.2638, 2.7574)
C (1.4154, -0.8121, -1.2771)
H (2.7795, 0.1172, 0.1193)
C (-1.2889, 2.1694, -0.0794)
H (0.3035, -0.3793, 1.6539)
H (-0.4376, -2.9908, -0.5939)
H (-2.3713, -0.5538, -0.0353)
H (2.0121, -1.7218, -1.3941)

- SMILES: C=C(C)O.CCC(N)N
- Largest force on an atom: 2.643 eV/Å
- E: -11506.9691 eV
- HOMO: -8.66 eV
- Gap between HOMO and LUMO: 9.50 eV
- Energy above the lowest of the compared OMol25 structures with the same formula, charge and spin: 71.16 kcal per mole
- Lowest unoccupied orbital energy: 0.84 eV

---

[11]
This record from the Open Molecules 2025 dataset describes a structure of composition C6H16N2O. The level of theory is the ωB97M-V functional and the def2-TZVPD basis.

Element x y z (Å)
C (0.4374, -1.2135, -1.9653)
O (-1.7328, -1.2437, -0.2905)
H (-0.0880, -1.8387, 1.7840)
H (-2.1221, -0.5936, -0.8875)
H (-1.7941, 0.5565, 1.4570)
H (2.0626, 0.8789, -0.7285)
H (2.0290, -0.1409, 0.7183)
H (0.3435, 1.7366, 2.7974)
H (-1.6418, 1.2078, -1.1781)
H (-0.5623, 2.6005, 1.7152)
N (-0.8016, 0.5544, 1.6936)
C (-0.3975, -1.0075, -0.1346)
H (1.3892, -0.7474, -2.1978)
H (1.2787, -2.0870, 0.6814)
H (-0.3450, -0.9209, -2.6606)
C (1.5171, 0.6556, 0.1878)
N (-0.5539, 1.7801, 2.3293)
H (-0.2186, -3.0281, 0.4781)
H (0.5726, -2.2918, -1.9591)
H (1.5631, 1.5483, 0.8160)
H (-0.5422, 2.3696, -0.4415)
H (-0.0704, 1.5303, -1.9069)
C (0.1966, -2.0614, 0.7568)
C (0.0730, 0.3477, -0.1069)
C (-0.5925, 1.4085, -0.9577)

- Largest force on an atom: 5.039 eV/Å
- E: -11505.2197 eV
- HOMO: -7.19 eV
- Gap between HOMO and LUMO: 7.86 eV
- Energy above the lowest of the compared OMol25 structures with the same formula, charge and spin: 111.50 kcal per mole
- Lowest unoccupied orbital energy: 0.67 eV

---

[12]
This record from the Open Molecules 2025 dataset describes a cluster of 2 separate species, C6H16N3 in total. The level of theory is the ωB97M-V functional and the def2-TZVPD basis.

Element x y z (Å)
H (0.6871, 0.3268, 2.1333)
H (-2.1985, -1.8209, 1.9604)
H (-0.4642, 1.3814, 1.1956)
H (2.1770, -0.8091, -1.1148)
H (1.8568, -1.1602, 0.5301)
H (2.8468, 0.3566, 0.1748)
H (1.0722, 1.4731, -2.0588)
C (-0.7011, -1.1334, -1.5414)
N (-1.6252, -0.3273, 0.5363)
H (1.7549, 2.4313, -0.7091)
H (-0.5334, -1.1155, 2.2074)
N (-0.6434, -0.5437, -0.3886)
C (0.5999, 1.1412, 1.3474)
C (0.9119, 0.6506, -0.0172)
H (-2.5507, -0.2645, 0.1978)
C (0.8968, 1.7774, -1.0480)
C (2.0382, -0.3821, -0.1397)
H (-2.3747, -2.4028, -2.1087)
H (-1.9905, -0.1340, 2.5308)
H (0.1852, -1.0184, -2.0826)
C (-1.5901, -0.8758, 1.8404)
H (-0.1196, 2.2268, -0.9584)
N (-1.4357, -2.0238, -2.2150)
H (-1.1205, -2.3288, -3.1367)
H (1.1872, 1.9288, 1.7668)

- Net charge: +1
- Largest force on an atom: 3.419 eV/Å
- E: -10942.6966 eV
- HOMO: -12.57 eV
- Gap between HOMO and LUMO: 9.76 eV
- Energy above the lowest of the compared OMol25 structures with the same formula, charge and spin: 49.64 kcal per mole
- Lowest unoccupied orbital energy: -2.82 eV